Entry 1:
A structure of composition C30H27CsN3O8PSSe, computed with ωB97M-V/def2-TZVPD.

The geometry in XYZ format:
```
72
Properties=species:S:1:pos:R:3:lowdin_charge:R:1
Cs 2.036 2.093 0.089 1.2301
O -1.171 3.844 1.388 -0.0849
C -0.354 4.640 2.248 -0.2237
C 0.220 3.857 3.421 -0.1868
N 1.387 3.052 3.096 -0.1844
C 1.426 1.768 3.809 -0.1324
C 2.322 0.716 3.099 -0.7563
O 3.526 0.670 3.403 -0.0505
O 1.729 0.013 2.229 -0.2115
C 2.645 3.798 3.287 -0.1269
C 2.974 4.817 2.158 -0.7394
O 2.825 6.029 2.406 -0.0689
O 3.385 4.293 1.086 -0.2743
H -0.665 3.495 0.644 0.0212
H -1.019 5.410 2.654 0.1098
H 0.438 5.149 1.696 0.1130
H -0.578 3.200 3.780 0.1105
H 0.457 4.571 4.228 0.1175
H 0.412 1.366 3.828 0.1016
H 1.804 1.849 4.842 0.1157
H 3.442 3.057 3.335 0.1049
H 2.604 4.346 4.243 0.1090
O 0.589 0.585 -2.258 -0.4473
S -0.388 1.658 -2.444 0.3758
O -0.293 2.693 -1.420 -0.5046
O -0.469 2.161 -3.800 -0.3373
C -1.981 0.882 -2.125 -0.2451
C -3.001 1.137 -3.032 -0.0656
C -4.275 0.629 -2.820 -0.0956
C -4.527 -0.138 -1.694 -0.0972
C -3.503 -0.400 -0.794 -0.0975
C -2.214 0.093 -0.990 -0.3221
P -0.849 -0.228 0.223 1.1190
C -1.828 -0.611 1.722 -0.3682
C -2.420 0.483 2.359 -0.0933
C -3.120 0.313 3.542 -0.0912
C -3.220 -0.949 4.119 -0.1130
C -2.614 -2.034 3.506 -0.1004
C -1.922 -1.866 2.311 -0.0797
C -0.259 -1.871 -0.340 -0.3552
C -0.913 -2.685 -1.260 -0.0843
C -0.336 -3.875 -1.688 -0.1081
C 0.904 -4.261 -1.198 -0.1108
C 1.561 -3.455 -0.277 -0.0812
C 0.990 -2.263 0.151 -0.0772
H -2.771 1.746 -3.896 0.1018
H -5.066 0.840 -3.530 0.0924
H -5.519 -0.535 -1.513 0.0926
H -3.708 -1.001 0.083 0.1020
H -2.303 1.477 1.936 0.1000
H -3.569 1.170 4.028 0.0975
H -3.754 -1.078 5.053 0.0881
H -2.673 -3.016 3.960 0.0917
H -1.445 -2.716 1.838 0.0998
H -1.873 -2.383 -1.664 0.0976
H -0.849 -4.491 -2.417 0.0941
H 1.362 -5.180 -1.546 0.0941
H 2.535 -3.743 0.100 0.1027
H 1.508 -1.621 0.863 0.0805
Se 5.530 -4.003 -3.764 1.0363
N 4.605 -2.658 -3.084 -0.2415
C 3.428 -2.663 -3.675 -0.3878
C 2.368 -1.732 -3.394 -0.0070
C 1.208 -1.859 -4.072 -0.0585
C 1.014 -2.893 -5.058 -0.0706
C 1.970 -3.796 -5.356 -0.0471
C 3.228 -3.710 -4.665 -0.4127
N 4.238 -4.531 -4.862 -0.2675
H 2.479 -0.976 -2.623 0.1119
H 0.418 -1.157 -3.848 0.0938
H 0.058 -2.945 -5.567 0.1017
H 1.823 -4.576 -6.091 0.1010
```

Calculated values
Multiplicity ... 1
Gap between HOMO and LUMO ... 5.71 eV
Electronic energy ... -5086.860036 hartree
Net charge ... -2
Relative energy (zero: lowest compared OMol25 entry of this formula, charge and spin) ... 8.1 kcal per mole

---

Entry 2:
A structure of composition C30H27F3IrN4O6Si in a non-equilibrium geometry, computed with ωB97M-V/def2-TZVPD.

The geometry in XYZ format:
```
72
Properties=species:S:1:pos:R:3:lowdin_charge:R:1
Ir -1.475 -0.219 -0.269 1.4228
O 3.607 5.184 0.796 0.1172
C 3.493 4.814 -0.497 -0.4883
O 4.129 5.376 -1.344 0.1242
C 2.550 3.698 -0.787 -0.1424
C 2.341 2.645 0.104 -0.0200
C 1.495 1.609 -0.227 -0.0577
C 0.788 1.606 -1.442 -0.2936
C 0.997 2.678 -2.326 0.0135
C 1.884 3.684 -2.010 0.0058
N -0.089 0.577 -1.703 -0.0966
C -0.494 0.239 -2.934 -0.1090
C -1.511 -0.709 -3.086 -0.2740
C -1.993 -1.143 -4.343 -0.0170
C -2.963 -2.101 -4.411 -0.0620
C -3.459 -2.663 -3.219 -0.0584
C -2.971 -2.201 -2.023 -0.1445
N -2.037 -1.247 -1.932 -0.0961
H 2.938 4.765 1.346 0.0976
H 2.870 2.610 1.050 0.1203
H 1.367 0.768 0.444 0.0857
H 0.425 2.730 -3.243 0.1155
H 2.059 4.502 -2.697 0.1270
H -0.005 0.653 -3.809 0.1278
H -1.578 -0.685 -5.231 0.1177
H -3.349 -2.426 -5.368 0.1087
H -4.211 -3.438 -3.228 0.1036
H -3.317 -2.623 -1.087 0.1124
O -1.306 4.196 5.194 0.2050
C -0.441 4.283 4.345 -0.5610
O 0.550 4.909 4.025 0.1801
C -0.711 3.126 3.209 -0.0526
C -0.340 1.828 3.486 0.0222
C -0.524 0.897 2.484 -0.0857
N -1.058 1.208 1.296 -0.0361
C -1.425 2.470 1.069 -0.1337
C -1.257 3.482 2.006 0.0791
C -2.072 2.874 -0.305 -0.6081
O -2.254 4.072 -0.459 0.0512
O -2.310 1.893 -1.054 -0.0633
H 0.086 1.532 4.435 0.1327
H -0.214 -0.123 2.643 0.0912
H -1.549 4.485 1.728 0.1464
C 0.396 -3.563 -2.158 -0.1414
Si 1.409 -2.595 -0.892 0.4794
C 2.533 -3.901 -0.097 -0.1737
C 2.507 -1.328 -1.752 -0.1514
N 0.274 -1.899 0.277 -0.0002
C 0.369 -2.225 1.585 -0.3467
C 1.584 -2.202 2.319 -0.0392
C 1.618 -2.490 3.664 -0.0660
C 0.457 -2.863 4.339 -0.0493
C -0.755 -2.917 3.660 0.0065
C -0.784 -2.579 2.331 -0.2407
F -1.947 -2.642 1.680 0.0721
H 1.043 -3.820 -3.000 0.0440
H -0.456 -3.009 -2.545 -0.0018
H 0.027 -4.491 -1.716 0.0396
H 2.768 -4.666 -0.839 0.0361
H 2.051 -4.399 0.747 0.0310
H 3.481 -3.492 0.259 0.0317
H 3.374 -1.857 -2.154 0.0403
H 2.864 -0.545 -1.084 0.0217
H 1.984 -0.852 -2.581 0.0213
H 2.482 -1.885 1.806 0.1158
H 2.556 -2.428 4.198 0.1129
H 0.492 -3.110 5.391 0.1128
H -1.669 -3.211 4.158 0.1289
F -4.310 0.044 -0.676 -0.0115
C -3.474 -0.265 0.356 -0.4545
F -3.745 0.625 1.368 -0.0174
H -3.793 -1.247 0.728 0.0918
```

Calculated values
Multiplicity ... 6
Gap between HOMO and LUMO (spin up / spin down) ... 6.28 / 4.94 eV
Electronic energy ... -2523.209166 hartree
<S²> ... 8.82
Relative energy (zero: lowest compared OMol25 entry of this formula, charge and spin) ... 25.5 kcal per mole

---

Entry 3:
A structure of composition C30H27FN2OPPd, computed with ωB97M-V/def2-TZVPD.

The geometry in XYZ format:
```
63
Properties=species:S:1:pos:R:3:lowdin_charge:R:1
Pd 0.439 0.536 -0.797 0.9021
O 2.685 0.636 -0.213 -0.1418
C 3.417 1.815 -0.582 -0.1272
C 2.467 2.889 -1.017 -0.2381
C 2.978 4.144 -1.307 0.0211
C 2.127 5.143 -1.734 0.0122
C 0.772 4.861 -1.857 -0.0094
C 0.338 3.595 -1.551 -0.1061
N 1.161 2.614 -1.130 0.0173
H 3.319 -0.063 -0.015 0.1110
H 4.104 1.591 -1.400 0.1492
H 4.000 2.165 0.269 0.1491
H 4.040 4.326 -1.195 0.1429
H 2.511 6.127 -1.970 0.1382
H 0.066 5.610 -2.187 0.1308
H -0.709 3.356 -1.648 0.0915
N -1.844 1.052 -0.898 0.0529
C -2.745 0.720 0.208 -0.2956
C -4.099 0.964 0.092 0.0039
C -4.946 0.702 1.166 0.0002
C -4.439 0.198 2.358 -0.0158
C -3.084 -0.050 2.481 -0.0287
C -2.235 0.185 1.392 -0.3065
P -0.505 -0.192 1.513 1.1479
C -0.127 -1.658 0.545 -0.4166
C -1.101 -2.370 -0.179 -0.0594
C -0.759 -3.558 -0.799 -0.0317
C 0.543 -4.047 -0.704 -0.0175
C 1.513 -3.354 0.020 -0.0430
C 1.189 -2.160 0.634 -0.1186
C -0.033 -0.493 3.189 -0.3751
C 0.202 0.595 4.042 -0.0679
C 0.464 0.362 5.376 -0.0308
C 0.500 -0.944 5.856 -0.0010
C 0.269 -2.027 5.007 -0.0251
C 0.025 -1.815 3.666 -0.0618
H -2.206 0.640 -1.750 0.0838
H -1.876 2.057 -1.033 0.0812
H -4.501 1.378 -0.826 0.1335
H -6.004 0.908 1.072 0.1340
H -5.100 -0.001 3.191 0.1329
H -2.686 -0.444 3.407 0.1204
H -2.125 -2.018 -0.204 0.1188
H -1.515 -4.129 -1.323 0.1289
H 0.798 -4.986 -1.180 0.1305
H 2.509 -3.767 0.124 0.1300
H 1.920 -1.641 1.243 0.1144
H 0.175 1.611 3.665 0.1179
H 0.644 1.194 6.043 0.1280
H 0.713 -1.123 6.902 0.1317
H 0.276 -3.036 5.397 0.1287
H -0.152 -2.658 3.011 0.1167
F 0.776 -2.753 -6.011 0.2289
C 0.684 -2.031 -4.946 -0.1709
C -0.455 -1.186 -4.798 0.0735
C -0.546 -0.438 -3.669 -0.0519
C 0.458 -0.516 -2.657 -0.0802
C 1.604 -1.351 -2.860 -0.0614
C 1.728 -2.107 -3.981 0.0698
H -1.200 -1.151 -5.585 0.1526
H -1.388 0.234 -3.578 0.1034
H 2.388 -1.390 -2.118 0.1009
H 2.581 -2.748 -4.169 0.1515
```

Calculated values
Multiplicity ... 5
Gap between HOMO and LUMO (spin up / spin down) ... 8.35 / 5.36 eV
Electronic energy ... -1912.160484 hartree
Net charge ... +3
<S²> ... 6.04

---

Entry 4:
A structure of composition C30H27N2O9PdSi, computed with ωB97M-V/def2-TZVPD.

The geometry in XYZ format:
```
70
Properties=species:S:1:pos:R:3:lowdin_charge:R:1
Pd 0.258 -0.618 0.546 0.9984
C -0.600 3.534 1.231 -0.1665
Si -1.474 1.868 1.296 0.3855
C -3.340 2.141 1.323 -0.1609
C -1.004 1.084 2.932 -0.1668
N -1.073 0.767 0.038 -0.1680
C -1.386 0.938 -1.292 -0.2686
C -1.817 2.161 -1.826 -0.0483
C -2.138 2.324 -3.169 -0.1159
C -2.023 1.268 -4.050 -0.1174
C -1.597 0.032 -3.565 -0.0233
C -1.305 -0.123 -2.229 -0.1862
O -0.947 -1.354 -1.699 -0.0533
C -0.477 -2.347 -2.535 -0.2808
C -1.368 -3.224 -3.127 -0.0197
C -0.871 -4.262 -3.905 -0.0917
C 0.498 -4.411 -4.074 -0.1050
C 1.376 -3.525 -3.461 -0.0698
C 0.895 -2.480 -2.686 0.0227
H -0.791 4.077 2.163 0.0260
H -0.905 4.178 0.405 0.0149
H 0.477 3.365 1.155 0.0198
H -3.657 2.621 2.254 0.0275
H -3.827 1.164 1.252 0.0056
H -3.698 2.748 0.489 0.0211
H -1.250 1.807 3.720 0.0314
H 0.060 0.854 3.004 0.0227
H -1.570 0.170 3.129 0.0153
H -1.877 3.019 -1.170 0.0741
H -2.461 3.297 -3.519 0.0932
H -2.251 1.387 -5.102 0.0892
H -1.502 -0.817 -4.230 0.1090
H -2.430 -3.085 -2.967 0.1240
H -1.556 -4.958 -4.372 0.0966
H 0.883 -5.227 -4.673 0.0935
H 2.445 -3.655 -3.576 0.1030
H 1.544 -1.781 -2.173 0.0983
O 2.205 0.042 -1.127 0.0059
C 2.463 0.766 -0.166 -0.5989
O 1.739 0.876 0.887 -0.1017
C 3.715 1.611 -0.185 -0.0984
C 4.584 1.524 -1.265 -0.0011
C 5.739 2.291 -1.310 -0.0600
C 6.040 3.161 -0.275 -0.0110
C 5.158 3.234 0.790 -0.1392
C 4.002 2.477 0.862 0.0693
N 5.470 4.159 1.891 -0.3564
O 6.502 4.803 1.818 0.0535
O 4.681 4.245 2.809 0.0770
H 4.325 0.842 -2.064 0.1193
H 6.409 2.211 -2.157 0.1029
H 6.928 3.773 -0.278 0.1123
H 3.335 2.547 1.707 0.1270
O 1.781 -3.744 2.556 0.0394
C 1.102 -2.912 1.975 -0.6065
O 1.521 -2.102 1.062 -0.1289
C -0.366 -2.774 2.345 -0.1276
C -0.761 -3.126 3.627 -0.0154
C -2.082 -2.983 4.057 0.0194
C -2.981 -2.481 3.152 -0.2209
O -4.333 -2.281 3.309 0.0254
C -4.743 -1.580 2.137 -0.1382
O -3.703 -1.698 1.171 0.0339
C -2.608 -2.131 1.869 -0.2107
C -1.312 -2.268 1.435 -0.0017
H -0.005 -3.518 4.293 0.1172
H -2.387 -3.255 5.059 0.1170
H -4.896 -0.524 2.379 0.1253
H -5.650 -2.036 1.743 0.1354
H -1.114 -2.087 0.360 0.1065
```

Calculated values
Multiplicity ... 1
Gap between HOMO and LUMO ... 6.43 eV
Electronic energy ... -2363.521233 hartree
Net charge ... -1